Computed, not measured: a cluster of 2 separate species, C7H11P in total in a non-equilibrium geometry, with ωB97M-V/def2-TZVPD.

Each line ends with the natural charge from an NBO analysis.
Element x y z (Å)
C1 2.312 -1.497 -0.328  -0.61
C2 1.590 -0.683 0.683  -0.41
C3 0.204 -0.351 0.119  -0.08
C4 0.134 0.942 -0.681  -0.63
C5 -0.862 -1.060 0.318  -0.34
P1 -2.107 -2.107 -0.066  0.40
H1 1.621 -2.317 -0.603  0.22
H2 2.675 -0.866 -1.162  0.20
H3 3.150 -2.097 -0.017  0.22
H4 1.672 -1.429 1.639  0.21
H5 2.116 0.153 1.061  0.21
H6 0.679 1.752 -0.108  0.22
H7 -0.967 1.146 -0.863  0.24
H8 0.752 0.932 -1.495  0.22
H9 -2.886 -1.689 0.921  -0.05
C6 -4.256 1.626 -0.120  -0.22
C7 -3.266 1.075 0.188  -0.26
H10 -5.192 2.007 -0.354  0.22
H11 -2.292 0.701 0.527  0.24

Forces on the atoms, in the same order (eV/Å):
0.27 -0.63 -1.72
-0.44 -3.03 2.96
1.39 1.00 0.88
-1.71 0.66 2.97
-1.09 -1.55 -1.00
2.35 0.07 -1.14
0.16 0.68 -0.68
-0.48 -0.66 -0.07
0.70 0.34 0.77
-1.28 1.82 -1.86
0.48 1.27 -0.10
-1.21 -0.55 -0.03
1.80 0.30 -0.30
1.03 -0.57 -2.75
-1.61 0.54 1.86
-1.54 0.50 -0.41
3.38 -0.99 1.30
-0.94 0.53 -0.36
-1.27 0.28 -0.32

LUMO energy = 0.402 eV
SMILES string = CCC(C)=C=P.C#C
energy relative to the best compared isomer or geometry (same formula, charge and spin) = 83.2 kcal/mol

---

Computed, not measured: a structure of composition C28H31N4PdSe in a non-equilibrium geometry, with ωB97M-V/def2-TZVPD.

Each line ends with the natural charge from an NBO analysis.
Element x y z (Å)
Pd1 -0.242 0.332 -0.392  0.87
C1 -4.106 0.566 0.399  -0.39
C2 -3.548 -0.713 -0.234  -0.41
C3 -3.165 -0.574 -1.723  -0.24
N1 -1.731 -0.575 -1.882  -0.54
C4 -1.157 -0.966 -2.996  0.23
C5 -1.865 -1.250 -4.195  -0.35
C6 -1.458 -1.918 -5.331  -0.14
C7 -0.278 -2.599 -5.581  -0.35
C8 0.849 -2.661 -4.760  -0.15
C9 1.118 -1.969 -3.606  -0.33
C10 0.326 -1.012 -2.914  0.25
N2 0.837 -0.126 -2.095  -0.46
C11 2.241 -0.010 -1.797  -0.26
C12 2.834 -1.056 -0.800  -0.41
C13 1.816 -1.833 0.052  -0.24
N3 0.990 -0.945 0.825  -0.56
C14 0.370 -1.308 1.919  0.24
C15 0.447 -2.600 2.497  -0.36
C16 0.083 -3.014 3.759  -0.14
C17 -0.310 -2.265 4.857  -0.36
C18 -0.528 -0.886 4.898  -0.16
C19 -0.644 -0.006 3.857  -0.32
C20 -0.535 -0.265 2.456  0.25
N4 -1.176 0.407 1.545  -0.48
C21 -2.165 1.402 1.856  -0.24
C22 -3.053 1.650 0.632  -0.41
H1 -4.564 0.307 1.360  0.19
H2 -4.899 0.965 -0.241  0.19
H3 -4.292 -1.510 -0.138  0.19
H4 -2.653 -1.013 0.326  0.23
H5 -3.578 0.369 -2.112  0.18
H6 -3.623 -1.401 -2.291  0.18
H7 -2.878 -0.867 -4.227  0.21
H8 -2.198 -1.972 -6.125  0.20
H9 -0.220 -3.140 -6.518  0.19
H10 1.650 -3.297 -5.124  0.20
H11 2.104 -2.133 -3.186  0.20
H12 2.375 0.989 -1.353  0.24
H13 2.826 -0.041 -2.730  0.19
H14 3.506 -0.521 -0.124  0.21
H15 3.422 -1.801 -1.346  0.19
H16 2.387 -2.515 0.704  0.18
H17 1.186 -2.455 -0.612  0.19
H18 0.826 -3.379 1.847  0.21
H19 0.178 -4.081 3.940  0.20
H20 -0.450 -2.807 5.786  0.19
H21 -0.690 -0.470 5.889  0.20
H22 -0.877 1.022 4.111  0.21
H23 -1.660 2.349 2.101  0.21
H24 -2.772 1.097 2.723  0.18
H25 -2.389 1.714 -0.246  0.23
H26 -3.554 2.613 0.754  0.20
Se1 0.369 2.813 -0.407  -0.39
C23 1.907 3.338 0.596  -0.17
C24 1.948 3.174 1.979  -0.25
C25 2.993 3.703 2.709  -0.20
C26 4.013 4.394 2.074  -0.26
C27 3.998 4.525 0.694  -0.24
C28 2.958 3.997 -0.042  -0.20
H27 1.148 2.636 2.468  0.21
H28 3.006 3.602 3.787  0.20
H29 4.817 4.830 2.652  0.20
H30 4.796 5.059 0.194  0.20
H31 2.936 4.101 -1.119  0.21

Forces on the atoms, in the same order (eV/Å):
-0.34 -0.25 -0.17
0.14 -0.13 -0.02
-0.01 0.00 -0.02
-0.06 -0.07 0.16
0.68 -0.17 -0.28
-0.52 0.12 1.04
-0.18 -0.04 -0.47
-0.25 0.09 0.40
0.61 -0.36 -0.23
-0.54 0.04 -0.58
0.21 0.29 0.38
0.29 0.30 -0.23
-0.70 -0.04 1.58
0.78 0.17 -0.01
-0.44 -0.04 -0.08
0.32 -0.21 0.15
-0.24 -0.27 0.11
0.87 -0.07 -0.48
-0.06 -0.22 -0.11
0.02 0.08 0.13
-0.09 -0.07 0.40
-0.04 -0.38 0.09
0.04 0.36 -0.23
-0.49 -0.07 0.12
1.00 -0.05 -1.17
-0.20 0.55 -0.18
-0.01 -0.11 0.04
-0.09 0.05 -0.01
-0.04 -0.03 0.02
0.04 0.01 0.05
-0.24 -0.14 -0.19
-0.05 -0.07 -0.09
0.08 0.17 0.03
0.05 0.07 0.02
-0.01 0.03 0.04
0.00 -0.03 0.01
0.01 -0.02 0.06
-0.04 0.07 0.03
-0.11 -0.32 -0.29
-0.09 0.01 0.13
0.02 -0.08 -0.07
0.05 0.05 0.04
-0.06 0.04 -0.15
0.11 0.09 0.19
-0.05 0.06 -0.07
0.04 -0.01 -0.02
0.06 0.03 0.02
-0.04 0.03 -0.04
-0.09 -0.01 -0.02
-0.05 -0.11 0.05
0.10 0.01 -0.10
-0.26 0.24 0.22
0.07 0.05 -0.01
-0.19 0.64 -0.42
-0.44 -0.40 -0.16
0.06 -0.05 -0.12
0.11 0.08 0.23
0.21 0.09 0.08
0.20 0.14 0.12
-0.16 -0.12 -0.05
-0.08 -0.01 0.04
0.01 -0.06 0.06
0.05 -0.01 0.03
0.06 0.01 -0.03
-0.04 0.02 -0.03

LUMO energy = 2.723 eV
energy relative to the best compared isomer or geometry (same formula, charge and spin) = 18.5 kcal/mol
charge = -1

---

Computed, not measured: a cluster of 8 separate species, C26H56O18S5 in total in a non-equilibrium geometry, with ωB97M-V/def2-TZVPD.

Each line ends with the Mulliken charge.
Element x y z (Å)
C1 3.858 0.087 1.055  0.60
C2 4.174 0.094 2.566  0.69
C3 5.437 0.976 2.950  -1.66
O1 3.096 0.396 3.375  -0.86
H1 3.175 0.905 0.827  -0.18
H2 3.253 -0.783 0.799  -0.64
H3 4.778 0.162 0.474  0.09
H4 4.536 -0.913 2.772  -0.07
H5 5.199 2.040 2.964  0.24
H6 6.277 0.809 2.277  0.35
H7 5.647 0.742 3.994  0.44
C4 0.521 1.683 -0.831  -0.19
C5 -0.616 1.381 0.157  1.54
C6 -0.564 -0.083 0.751  -0.57
O2 -0.758 2.287 1.190  -1.08
H8 1.360 2.202 -0.368  0.29
H9 0.403 2.202 -1.782  -0.59
H10 1.056 0.751 -1.012  -0.01
H11 -1.446 1.462 -0.545  -0.73
H12 -1.370 -0.296 1.451  0.00
H13 0.332 -0.154 1.368  0.22
H14 -0.400 -0.863 0.007  0.16
C7 2.077 -3.587 0.826  -0.25
C8 1.693 -3.708 -0.699  0.06
O3 2.850 -4.351 -1.335  -0.43
S1 3.862 -5.088 -0.215  1.04
O4 5.249 -5.124 -0.680  -0.53
O5 3.275 -6.312 0.197  -0.55
O6 3.501 -3.823 0.824  -0.29
H15 1.507 -4.348 1.361  0.31
H16 1.967 -2.623 1.321  0.30
H17 1.629 -2.731 -1.178  0.06
H18 0.774 -4.259 -0.899  0.26
O7 -0.643 -2.368 4.378  -0.60
S2 -0.958 -1.056 4.928  1.12
O8 -1.250 -0.023 3.928  -0.49
O9 -2.223 -1.124 6.017  -0.30
C9 -2.163 -2.059 7.053  -0.29
C10 -3.476 -2.725 7.456  -1.19
C11 0.471 -0.340 5.960  -0.86
H19 -1.754 -1.494 7.890  0.30
H20 -1.369 -2.768 6.816  0.40
H21 -4.037 -3.098 6.599  0.31
H22 -4.023 -2.086 8.149  0.30
H23 -3.232 -3.527 8.153  0.37
H24 0.029 0.508 6.484  0.30
H25 1.298 0.031 5.354  0.37
H26 0.809 -1.212 6.521  0.28
O10 -5.225 -0.701 -1.947  -0.61
S3 -4.304 0.304 -1.557  1.20
O11 -4.151 0.629 -0.161  -0.50
O12 -2.785 -0.174 -2.155  -0.08
C12 -2.625 -0.625 -3.489  -0.23
C13 -1.244 -0.197 -3.828  -0.73
C14 -4.682 1.839 -2.529  -1.16
H27 -3.261 -0.060 -4.171  0.21
H28 -2.896 -1.670 -3.641  0.23
H29 -0.521 -0.812 -3.292  0.16
H30 -1.056 0.807 -3.449  0.03
H31 -1.123 -0.108 -4.908  0.41
H32 -3.891 2.581 -2.413  0.25
H33 -5.658 2.134 -2.145  0.42
H34 -4.620 1.429 -3.537  0.36
O13 -3.805 -1.228 1.893  -0.53
S4 -4.073 -2.620 1.409  1.20
O14 -4.336 -3.734 2.261  -0.67
O15 -5.458 -2.482 0.410  -0.30
C15 -6.454 -1.538 0.846  0.11
C16 -7.777 -2.360 0.741  -1.32
C17 -2.887 -3.154 0.141  -0.62
H35 -6.558 -0.637 0.241  0.10
H36 -6.354 -1.284 1.901  0.32
H37 -8.637 -1.707 0.597  0.38
H38 -8.014 -2.968 1.615  0.30
H39 -7.762 -3.085 -0.073  0.30
H40 -1.896 -2.958 0.549  0.26
H41 -3.109 -2.535 -0.728  0.08
H42 -3.234 -4.180 0.015  0.42
O16 4.222 4.745 -1.928  -0.68
S5 4.240 3.749 -0.831  1.25
O17 3.495 3.946 0.375  -0.54
O18 3.757 2.278 -1.520  -0.22
C18 4.301 1.720 -2.708  -0.20
C19 4.654 0.146 -2.631  -1.13
C20 5.886 3.343 -0.244  -0.71
H43 5.146 2.283 -3.105  0.47
H44 3.469 1.673 -3.410  0.13
H45 4.915 -0.201 -3.631  0.40
H46 3.867 -0.521 -2.279  0.15
H47 5.470 0.082 -1.911  0.31
H48 6.333 4.241 0.183  0.41
H49 6.505 3.004 -1.074  0.32
H50 5.737 2.585 0.525  0.06
C21 -0.469 4.792 -6.451  -0.26
C22 0.904 4.868 -6.407  -0.56
C23 1.576 4.288 -5.310  -0.36
C24 0.891 3.974 -4.149  -0.13
C25 -0.514 3.922 -4.207  -0.13
C26 -1.182 4.286 -5.369  -0.66
H51 -0.880 5.219 -7.354  0.32
H52 1.437 5.349 -7.214  0.37
H53 2.654 4.263 -5.369  0.35
H54 1.462 3.551 -3.335  0.12
H55 -1.034 3.437 -3.395  0.58
H56 -2.254 4.274 -5.498  0.33

Forces on the atoms, in the same order (eV/Å):
-0.46 0.73 0.64
-0.92 0.84 1.39
-1.09 -0.06 -0.24
0.99 -0.39 -0.74
0.23 0.41 -0.01
0.32 -0.38 -0.09
0.04 -0.22 -0.41
0.45 -0.96 0.11
-0.28 0.21 -0.28
0.46 -0.19 0.05
0.36 -0.21 -0.07
2.39 -0.79 0.84
-0.86 1.37 1.57
0.95 0.77 -0.04
0.27 -0.67 -1.32
-0.28 0.52 0.57
-0.87 0.01 -0.13
0.01 -0.62 -0.77
-1.33 -0.48 -0.27
-0.29 0.15 -0.46
0.31 0.33 0.23
-0.44 -0.47 -0.62
0.00 -0.46 -1.05
1.17 0.69 0.35
0.72 -1.32 0.38
-0.68 3.28 -1.12
-2.82 0.82 1.00
-0.21 -0.27 0.43
1.34 -2.24 -0.08
0.42 -0.10 0.33
-0.20 0.09 -0.40
0.00 -0.02 0.10
0.24 -0.24 0.19
-0.51 0.58 1.70
1.37 2.68 -3.05
-0.40 -1.91 2.68
0.24 0.65 -1.99
1.25 -0.31 0.98
0.65 0.28 0.41
-1.42 -1.18 -0.63
-0.14 -0.12 0.56
-0.29 -0.55 -0.12
-0.12 0.14 0.22
-0.52 0.44 -0.71
0.24 -0.52 -0.39
0.00 -0.39 0.36
-0.21 -0.25 -0.87
0.01 0.41 0.58
-0.96 -0.73 -0.82
2.72 1.40 0.91
0.01 -0.32 -1.96
-2.42 0.65 1.81
-0.85 1.09 -0.49
1.00 0.10 -0.03
1.07 -1.75 0.52
-0.55 0.05 0.03
0.29 -0.18 0.34
0.27 -0.13 -0.50
-0.27 0.05 0.14
0.39 -0.58 -0.05
-0.15 -0.10 0.42
0.10 0.08 -0.43
-0.69 0.46 -0.16
-0.60 -4.36 -0.79
-0.68 4.71 -0.91
0.10 -0.19 0.63
1.90 0.29 1.02
-1.76 -1.76 0.43
-0.16 0.24 -0.02
-1.53 0.68 0.72
0.72 -0.23 -0.12
0.49 0.26 -0.17
-0.04 0.15 -0.09
0.39 0.14 0.31
0.22 0.30 -0.30
-0.06 -0.27 -0.07
0.26 -0.05 0.03
0.70 -0.08 -0.25
0.40 -1.80 1.95
-0.40 -0.41 -1.69
0.00 -0.13 -1.26
0.65 1.46 1.70
-0.87 -2.12 -0.72
0.29 1.90 1.03
-0.11 0.15 -0.63
-0.04 0.04 0.04
0.06 0.85 -0.37
0.35 0.23 0.00
-0.31 0.57 0.16
0.23 -0.54 -0.25
-0.23 0.03 0.00
-0.05 -0.14 0.07
0.03 -0.04 -0.10
0.65 0.69 -0.17
0.30 -0.98 0.85
0.08 1.67 -0.50
-0.29 -1.09 -1.12
0.36 -0.48 -0.08
0.00 0.44 -0.34
-0.81 -0.15 0.09
0.21 -0.24 -0.13
0.17 -0.08 0.35
-0.26 0.18 0.40
-0.18 0.34 0.28
-0.19 -0.32 0.47

LUMO energy = 3.508 eV
charge = -2

---

Computed, not measured: a structure of composition C15H34Cl3CuN3SSi2Te in a non-equilibrium geometry, with ωB97M-V/def2-TZVPD.

Each line ends with the natural charge from an NBO analysis.
Element x y z (Å)
Cu1 -0.927 0.521 -0.945  0.71
C1 1.946 1.939 4.383  -1.12
Si1 0.075 2.196 4.386  1.62
C2 -0.385 3.915 3.764  -1.11
C3 -0.584 1.814 6.106  -1.11
C4 -0.757 0.996 3.149  -1.12
Te1 0.294 1.028 1.272  0.50
C5 1.283 -0.864 1.551  -1.12
Si2 0.312 -2.502 1.523  1.64
C6 1.586 -3.884 1.416  -1.11
C7 -0.834 -2.592 0.020  -1.13
C8 -0.721 -2.701 3.083  -1.12
H1 2.433 2.650 5.053  0.25
H2 2.375 2.075 3.390  0.24
H3 2.203 0.936 4.733  0.24
H4 0.175 4.700 4.273  0.25
H5 -1.448 4.112 3.922  0.24
H6 -0.180 4.001 2.694  0.23
H7 -0.153 2.497 6.840  0.25
H8 -0.323 0.796 6.403  0.24
H9 -1.671 1.909 6.156  0.24
H10 -1.787 1.295 2.957  0.25
H11 -0.764 -0.035 3.501  0.25
H12 1.787 -0.754 2.514  0.25
H13 2.069 -0.880 0.792  0.26
H14 2.221 -3.797 0.532  0.24
H15 1.090 -4.857 1.376  0.25
H16 2.235 -3.883 2.294  0.25
H17 -0.425 -2.014 -0.815  0.22
H18 -1.827 -2.208 0.261  0.24
H19 -0.954 -3.618 -0.334  0.25
H20 -0.123 -2.540 3.983  0.24
H21 -1.119 -3.717 3.133  0.25
H22 -1.571 -2.017 3.109  0.24
C9 1.433 -2.119 -3.054  -0.41
N1 1.124 -1.018 -3.954  -0.42
C10 0.489 -1.446 -5.197  -0.41
C11 1.165 0.270 -3.570  0.40
S1 1.218 0.696 -1.901  -0.43
N2 1.188 1.220 -4.516  -0.41
C12 1.753 0.996 -5.844  -0.41
C13 1.002 2.630 -4.184  -0.41
H23 1.977 -2.879 -3.617  0.21
H24 0.520 -2.567 -2.653  0.20
H25 2.050 -1.781 -2.230  0.24
H26 -0.245 -2.217 -4.957  0.22
H27 1.214 -1.869 -5.895  0.21
H28 -0.029 -0.617 -5.669  0.22
H29 2.249 0.032 -5.897  0.22
H30 2.494 1.772 -6.038  0.22
H31 0.989 1.056 -6.621  0.21
H32 0.209 2.750 -3.453  0.23
H33 0.729 3.165 -5.092  0.21
H34 1.914 3.064 -3.770  0.22
Cl1 -5.748 1.825 -2.695  0.10
C14 -5.217 0.769 -1.371  -0.22
Cl2 -5.566 1.536 0.198  0.10
Cl3 -6.011 -0.809 -1.469  0.11
C15 -3.783 0.585 -1.472  0.35
N3 -2.651 0.438 -1.554  -0.43

Forces on the atoms, in the same order (eV/Å):
1.45 -0.05 0.17
-0.33 -0.02 -0.02
0.02 -0.08 -0.06
0.08 -0.22 0.21
0.01 0.16 -0.25
0.25 0.22 0.13
-0.13 -0.37 0.29
-0.13 -0.03 0.08
-0.09 -0.03 -0.11
-0.12 0.19 0.11
0.18 0.13 0.10
0.17 0.01 -0.15
-0.04 0.02 0.01
0.04 0.02 -0.03
-0.01 0.00 0.00
0.01 -0.01 0.00
-0.01 -0.02 -0.01
0.03 0.02 0.00
-0.01 -0.01 0.01
0.02 -0.01 -0.02
0.00 0.01 0.00
-0.03 -0.02 0.00
0.03 0.01 -0.08
0.05 -0.01 0.00
-0.05 0.02 -0.05
-0.02 0.04 -0.01
-0.02 0.02 0.00
0.02 0.00 -0.01
-0.05 0.04 0.05
-0.01 0.06 -0.04
0.01 -0.03 0.09
-0.01 0.00 0.01
0.00 0.00 -0.01
0.00 -0.01 -0.02
0.02 -0.05 0.00
-0.03 -0.01 -0.09
-0.11 -0.06 -0.01
-0.11 -0.07 0.02
-0.09 0.07 -0.17
0.04 0.01 0.05
0.14 0.07 -0.12
-0.03 0.06 0.10
-0.04 0.01 -0.01
0.03 0.02 -0.06
0.02 0.06 0.02
0.01 -0.01 0.02
-0.05 -0.01 -0.01
-0.02 -0.10 0.05
0.02 0.11 0.01
0.01 0.01 0.04
0.03 -0.01 0.00
-0.03 -0.04 0.03
0.02 -0.06 -0.01
0.02 -0.03 -0.04
0.11 -0.15 0.14
-0.84 0.23 0.11
0.11 -0.11 -0.22
0.15 0.12 -0.02
0.38 -0.17 -0.26
-1.09 0.08 0.07

LUMO energy = -2.571 eV
energy relative to the best compared isomer or geometry (same formula, charge and spin) = 3.9 kcal/mol
charge = +1

---

no.,orbital gap (eV)
1,9.5
2,6.2
3,3.2
4,8.0